(1)
A structure of composition C21H20CoNO2, computed with ωB97M-V/def2-TZVPD.

The geometry in XYZ format:
```
45
Properties=species:S:1:pos:R:3:mulliken_charge:R:1
Co -12.54940 -4.99747 7.40244 0.491
C -12.34871 -6.72442 9.84491 0.080
C -13.05603 -7.40746 8.84837 -0.158
C -14.03485 -6.72070 8.08857 -0.347
C -14.34888 -5.35394 8.39664 -0.869
C -13.57231 -4.66067 9.38298 -0.470
C -12.53451 -5.35277 10.05556 -0.559
H -11.70482 -7.28652 10.50648 0.435
H -12.88044 -8.44712 8.62859 0.480
H -14.63390 -7.30532 7.39592 0.520
H -15.22912 -4.86879 7.98316 0.578
H -13.76820 -3.62839 9.65870 0.431
H -11.96175 -4.80925 10.82118 0.457
C -10.29809 -11.12020 10.38912 -1.586
C -9.50466 -9.84169 10.32324 1.069
C -8.98628 -9.28124 11.50231 -1.064
C -8.26729 -8.10434 11.43512 -0.904
C -8.05339 -7.45110 10.23074 -0.802
C -8.61744 -7.96099 9.05762 0.474
N -8.63934 -7.23264 7.85344 -0.108
C -7.92497 -6.03633 7.62523 -0.398
C -6.52947 -5.95171 7.74420 -0.093
C -5.84905 -4.76050 7.50831 -0.506
C -6.53029 -3.62375 7.11675 -0.707
C -7.91847 -3.68841 6.99117 -0.414
C -8.63892 -4.84323 7.24125 0.544
C -10.14042 -4.83375 7.24576 1.306
O -10.77316 -3.78045 7.52012 -0.775
O -10.83000 -5.91370 6.92068 -0.915
C -9.32750 -9.19354 9.09885 0.710
C -9.84511 -9.81328 7.80051 -1.487
H -10.36622 -11.38591 11.46448 0.383
H -9.86246 -11.99147 9.85922 0.372
H -11.33231 -11.00808 10.04201 0.306
H -9.18593 -9.73015 12.46002 0.357
H -7.89655 -7.66661 12.35915 0.400
H -7.51364 -6.49775 10.21812 0.431
H -9.57337 -7.16556 7.44845 0.486
H -5.99298 -6.84846 8.03002 0.524
H -4.78044 -4.76010 7.66580 0.410
H -6.01413 -2.68659 6.90199 0.392
H -8.48635 -2.82796 6.73029 0.466
H -8.99238 -9.84592 7.06590 0.368
H -10.69387 -9.27812 7.35595 0.234
H -10.12290 -10.84823 7.98722 0.457
```

HOMO energy (spin up / spin down) = -10.2 / -10.2 eV
E_LUMO (spin up / spin down) = -4.17 / -5.54 eV
<S²> = 3.761
Multiplicity = 4
Charge = +1

(2)
The molecule C10H17N3O6, computed with ωB97M-V/def2-TZVPD.

The geometry in XYZ format:
```
36
Properties=species:S:1:pos:R:3:mulliken_charge:R:1
N -3.46182 1.02522 -1.40314 -0.291
C -4.08380 -0.16143 -1.48617 0.218
O -5.18529 -0.23325 -2.06062 -0.681
C -3.49243 -1.29278 -0.64160 -0.414
C -1.96376 -1.44907 -0.93595 -1.202
C -1.30908 -1.27736 0.41790 0.334
N 0.09328 -0.90232 0.28886 -0.100
C 0.44714 0.24728 -0.33327 0.237
O -0.30343 1.06388 -0.78643 -0.667
C 1.91203 0.43716 -0.68390 0.029
N 2.17460 1.79533 -1.14249 -0.542
C 2.84432 0.03884 0.45724 -0.939
C 2.93459 1.12427 1.54934 -0.566
C 3.61386 2.38843 1.01227 0.621
O 4.49917 2.50037 0.14858 -0.619
O 3.07889 3.45450 1.70816 -0.487
C -1.46528 -2.55184 1.18781 0.216
O -2.31181 -3.38081 1.00359 -0.529
O -0.52575 -2.70319 2.17967 -0.467
H -3.94926 1.79897 -1.86350 0.222
H -2.44498 1.12378 -1.00320 0.301
H -4.06051 -2.21034 -0.69732 0.351
H -3.63339 -0.97972 0.35800 0.408
H -1.64829 -0.68178 -1.63414 0.611
H -1.77737 -2.38309 -1.43168 0.400
H -1.81770 -0.44392 1.01153 0.264
H 0.75043 -1.67373 0.41688 0.344
H 2.06938 -0.29016 -1.49898 0.171
H 3.01031 1.81889 -1.71796 0.269
H 1.41367 2.13876 -1.69896 0.206
H 2.41658 -0.92063 0.81888 0.538
H 3.82594 -0.26131 0.06002 0.433
H 1.98528 1.36023 2.06315 0.238
H 3.53676 0.73554 2.37030 0.371
H 3.46773 4.28957 1.31668 0.366
H -0.64004 -3.54427 2.65043 0.356
```

SMILES string = NC(=O)CC[C@H](NC(=O)[C@@H](N)CCC(=O)O)C(=O)O
HOMO energy = -9.3 eV
E_LUMO = 0.15 eV
ΔE to the lowest compared entry with this formula, charge and spin = 92.6 kJ/mol

(3)
A structure of composition C21H33F3KN6O4S4, computed with ωB97M-V/def2-TZVPD.

The geometry in XYZ format:
```
72
Properties=species:S:1:pos:R:3:mulliken_charge:R:1
K 0.48578 -0.65017 -0.09491 1.073
C -3.64752 0.23076 1.80557 -0.108
C -4.13418 0.29238 0.35712 -0.940
S -3.18270 1.26178 -0.83074 0.248
C -3.61912 2.96391 -0.42699 -0.994
C -3.11524 3.52028 0.91046 -0.819
S -1.42904 2.97866 1.25136 0.147
C -1.40494 3.33112 3.01589 -0.713
C -0.09748 2.84196 3.65979 -0.986
S 0.67001 1.31653 3.06762 0.047
C -0.20550 0.02092 3.96180 -0.502
C -1.70138 -0.14058 3.69548 -0.858
S -2.10500 -0.68389 2.01360 0.205
H -4.43490 -0.23756 2.40195 0.429
H -3.49265 1.23453 2.19142 -0.326
H -5.16761 0.65134 0.35660 0.502
H -4.16453 -0.71684 -0.06248 0.267
H -4.70049 3.11412 -0.48614 0.396
H -3.18081 3.53485 -1.24831 0.383
H -3.76596 3.17864 1.71751 0.345
H -3.19648 4.61017 0.88416 0.507
H -2.26836 2.85242 3.48365 0.277
H -1.49302 4.40250 3.21250 0.485
H -0.24140 2.77444 4.74242 0.384
H 0.67103 3.60183 3.50579 0.413
H -0.06619 0.17658 5.03534 0.540
H 0.33313 -0.89499 3.69029 0.195
H -2.21661 0.80470 3.86596 0.262
H -2.09687 -0.85423 4.42079 0.466
C -2.66308 -3.22639 -1.73155 -1.603
C -2.05622 -2.09207 -2.48631 -0.039
N -1.38293 -1.10647 -1.94449 0.409
C -0.98206 -0.29695 -2.99722 0.276
C -1.43564 -0.82197 -4.18349 0.132
N -2.11430 -1.95274 -3.83268 0.017
C -1.36310 -0.46109 -5.65212 0.689
O -0.69447 0.57437 -5.92778 -0.783
O -1.93114 -1.25739 -6.40860 -0.760
C -0.14946 0.92350 -2.77592 0.307
O 0.09290 1.66703 -3.82957 -0.626
O 0.30066 1.19814 -1.67487 -0.725
H -2.42072 -3.11578 -0.67441 0.156
H -2.27140 -4.18772 -2.07442 0.425
H -3.75026 -3.24660 -1.84300 0.419
H -2.54603 -2.52972 -4.53755 0.214
H -0.31994 1.29111 -4.73737 0.439
C 3.68342 -2.26593 -1.25815 -0.625
N 4.47205 -3.14956 -2.12813 0.000
C 4.66253 -2.47197 -3.41567 -0.696
N 3.39370 -2.13618 -4.06743 0.049
C 2.62648 -1.27456 -3.15855 -0.622
N 2.38518 -1.92392 -1.85948 0.632
C 1.64932 -3.17694 -2.10333 -0.463
N 2.38815 -4.08235 -2.99187 0.056
C 3.68606 -4.36611 -2.36669 -0.724
C 2.63486 -3.37715 -4.25695 -0.734
H 4.24169 -1.34407 -1.08449 0.306
H 3.50814 -2.74924 -0.29547 0.145
H 5.23838 -3.12342 -4.07771 0.345
H 5.22917 -1.55304 -3.25283 0.350
H 1.66815 -1.03523 -3.62412 0.096
H 3.17339 -0.34462 -2.99352 0.275
H 0.68566 -2.92698 -2.55817 0.083
H 1.47157 -3.66302 -1.14033 0.115
H 4.25422 -5.03011 -3.02169 0.342
H 3.51729 -4.86657 -1.41227 0.385
H 1.67768 -3.13627 -4.72378 0.350
H 3.19484 -4.03586 -4.92442 0.338
F 2.35303 -3.48446 1.95793 -0.153
C 1.44970 -2.47467 2.23162 -0.616
F 0.45359 -2.74126 1.19474 -0.253
F 2.12097 -1.35555 1.57893 -0.256
```

HOMO energy = -5.2 eV
E_LUMO = 1.91 eV
ΔE to the lowest compared entry with this formula, charge and spin = 40.7 kJ/mol
Charge = -1

(4)
A structure of composition C5H12NO3P, computed with ωB97M-V/def2-TZVPD.

The geometry in XYZ format:
```
22
Properties=species:S:1:pos:R:3:mulliken_charge:R:1
C -1.97892 2.03183 -0.08676 -0.376
C -0.82146 0.62708 -0.95150 -0.598
C 2.70724 0.23017 0.21628 -1.422
C 0.97644 -1.73051 0.08001 -1.194
C 1.23072 -0.21588 0.23169 0.386
N 0.57800 0.59422 -0.81693 -0.200
O -3.09920 -1.42634 -0.46508 -0.734
O -1.50288 -0.80492 1.36217 -0.467
O -2.84579 1.05888 0.34555 -0.353
P -2.09525 -0.38946 -0.04157 0.863
H -1.35828 2.39006 0.85163 0.225
H -2.37354 2.75728 -0.81780 0.314
H -1.12466 0.52169 -1.91875 0.513
H 2.81508 1.31242 0.07168 0.420
H 3.25778 0.03647 1.23456 0.309
H 3.20416 -0.21979 -0.61663 0.361
H 1.31618 -2.24395 0.99691 0.277
H 1.49695 -2.06822 -0.81555 0.340
H -0.04677 -1.87074 -0.06105 0.402
H 0.79145 0.16283 1.14835 0.254
H 1.08319 0.59397 -1.78058 0.336
H -2.21044 -1.34710 1.83335 0.343
```

HOMO energy = -8.5 eV
E_LUMO = 0.70 eV
ΔE to the lowest compared entry with this formula, charge and spin = 126.0 kJ/mol

(5)
A cluster of 5 separate species, C20H40ClNO14 in total, computed with ωB97M-V/def2-TZVPD.

The geometry in XYZ format:
```
76
Properties=species:S:1:pos:R:3:mulliken_charge:R:1
N 0.01757 -1.87526 0.10073 -0.301
C -0.83349 -1.02975 -0.77213 0.310
O -0.94807 -1.33015 -1.98642 -0.516
O -1.51798 0.06610 -0.17541 -0.266
C -2.97248 -0.08111 -0.36047 -0.310
C -3.50878 -1.32169 0.49698 -0.407
C -4.42835 -2.36327 -0.30115 -0.499
Cl -3.85351 -2.77511 -1.98610 -0.166
H -0.59276 -2.54778 0.60523 0.273
H 0.60002 -2.40287 -0.57221 0.253
H -3.46206 0.87857 0.04265 0.170
H -3.19822 -0.12705 -1.47355 0.364
H -4.16468 -0.89780 1.34472 0.320
H -2.68466 -1.91831 1.02721 0.173
H -4.39852 -3.34778 0.29781 0.297
H -5.51860 -2.01717 -0.24450 0.329
C -6.91052 2.99728 4.45617 -1.075
C -6.51795 4.17666 3.58518 -0.159
O -5.12015 4.46834 3.70036 -0.369
C -4.29168 3.61443 3.07954 0.747
O -4.62149 2.64287 2.44261 -0.558
O -3.03093 4.00954 3.30936 -0.318
C -2.04497 3.11646 2.79225 -0.627
H -6.61617 3.17314 5.49477 0.295
H -7.98996 2.83141 4.41602 0.353
H -6.41322 2.08065 4.13656 0.295
H -7.05099 5.06698 3.92448 0.292
H -6.78994 4.01544 2.53914 0.294
H -2.19140 2.93878 1.72481 0.257
H -2.06868 2.17564 3.34568 0.307
H -1.06632 3.57649 2.93196 0.263
C 4.02930 -3.70944 0.26914 -1.110
C 3.43187 -3.48028 1.64565 -0.273
O 2.58287 -4.56831 2.03191 -0.333
C 3.20935 -5.70084 2.38849 0.754
O 4.40355 -5.87237 2.41328 -0.548
O 2.27797 -6.61936 2.68894 -0.332
C 2.81480 -7.90788 2.97974 -0.630
H 3.23983 -3.89141 -0.46625 0.265
H 4.61501 -2.84222 -0.04568 0.362
H 4.68158 -4.58351 0.25639 0.347
H 2.80405 -2.58712 1.61965 0.342
H 4.20502 -3.31087 2.39899 0.344
H 3.55911 -7.85637 3.77699 0.290
H 3.24812 -8.34375 2.07746 0.291
H 1.99536 -8.54488 3.31382 0.225
C 1.05839 -2.97221 -3.84645 -0.828
C 1.43518 -1.78600 -4.71318 -0.265
O 2.83045 -1.47663 -4.59799 -0.350
C 3.66950 -2.31739 -5.22209 0.765
O 3.35259 -3.29032 -5.86240 -0.553
O 4.92635 -1.90516 -4.99115 -0.340
C 5.92283 -2.78140 -5.51200 -0.634
H 1.35114 -2.79566 -2.80776 -0.027
H -0.01825 -3.15132 -3.88605 0.368
H 1.56719 -3.88204 -4.16886 0.400
H 0.89063 -0.90407 -4.37023 0.343
H 1.16439 -1.94730 -5.75953 0.300
H 5.77764 -2.95643 -6.58000 0.291
H 5.91324 -3.72532 -4.96344 0.288
H 6.89419 -2.30699 -5.36937 0.226
C 1.09805 4.52633 -1.95982 -1.056
C 2.03951 5.69413 -1.72784 -0.180
O 1.39976 6.74203 -0.98914 -0.363
C 1.21820 6.50728 0.31954 0.794
O 1.54745 5.50559 0.91235 -0.559
O 0.58438 7.56614 0.85147 -0.344
C 0.23265 7.39325 2.22049 -0.503
H 0.17974 4.86548 -2.44775 0.286
H 1.57332 3.76696 -2.58571 0.344
H 0.80324 4.05709 -1.02034 0.306
H 2.32565 6.12171 -2.69082 0.282
H 2.95856 5.37961 -1.22729 0.303
H 1.10565 7.13612 2.82396 0.291
H -0.53788 6.62507 2.31252 0.179
H -0.17256 8.33632 2.58809 0.222
```

SMILES string = NC(=O)OCCCCl.CCOC(=O)OC.CCOC(=O)OC.CCOC(=O)OC.CCOC(=O)OC
HOMO energy = -10.2 eV
E_LUMO = 0.51 eV

Looking at max |F| for the records above, in order, we have 0.0495, 0.0676, 0.0127, 0.0851, 0.0866 Eh/bohr.
Looking at E_tot for the records above, in order, we have -65307.472, -27402.421, -107266.103, -22300.434, -64066.052 eV.